#i
{"formula": "C33H40F3IrN3PSSb", "method": "ωB97M-V/def2-TZVPD", "symbols": ["Ir", "N", "N", "C", "N", "S", "H", "H", "H", "H", "H", "F", "C", "C", "C", "C", "C", "C", "Sb", "C", "C", "C", "C", "F", "C", "C", "C", "C", "C", "C", "F", "C", "C", "H", "H", "H", "H", "H", "H", "H", "H", "H", "H", "H", "H", "C", "C", "C", "C", "P", "C", "C", "C", "C", "C", "C", "C", "C", "C", "C", "H", "H", "H", "H", "H", "H", "H", "H", "H", "H", "H", "H", "H", "H", "H", "H", "H", "H", "H", "H", "H", "H", "H"], "positions_angstrom": [[0.148, 0.289, 0.462], [1.027, 0.713, 2.377], [1.270, 2.101, 2.551], [1.047, 2.991, 1.553], [1.314, 4.260, 1.793], [0.405, 2.521, 0.019], [0.335, 0.418, 3.069], [1.902, 0.229, 2.585], [1.619, 2.388, 3.456], [1.711, 4.589, 2.663], [1.104, 4.960, 1.097], [4.264, -6.206, 0.417], [3.893, -4.950, 0.247], [4.486, -4.210, -0.765], [4.096, -2.894, -0.941], [3.116, -2.345, -0.111], [2.542, -3.106, 0.909], [2.930, -4.422, 1.093], [2.585, -0.352, -0.395], [2.109, -0.072, -2.401], [1.756, -1.200, -3.150], [1.418, -1.064, -4.484], [1.439, 0.205, -5.044], [1.109, 0.341, -6.315], [1.797, 1.339, -4.326], [2.128, 1.197, -2.993], [4.116, 0.806, 0.417], [4.197, 2.184, 0.188], [5.259, 2.899, 0.710], [6.214, 2.223, 1.461], [7.223, 2.911, 1.959], [6.148, 0.861, 1.704], [5.088, 0.144, 1.173], [5.238, -4.668, -1.393], [4.559, -2.310, -1.729], [1.803, -2.683, 1.580], [2.514, -5.041, 1.876], [1.767, -2.188, -2.703], [1.157, -1.915, -5.099], [1.820, 2.299, -4.824], [2.421, 2.074, -2.430], [3.458, 2.703, -0.409], [5.374, 3.960, 0.534], [6.924, 0.382, 2.285], [5.042, -0.926, 1.334], [-1.071, -1.857, 0.860], [-2.088, -1.691, -0.284], [-3.375, -2.450, 0.012], [-1.437, -2.222, -1.568], [-2.188, 0.171, -0.333], [-3.254, 0.667, 1.036], [-4.608, 0.321, 1.048], [-5.417, 0.715, 2.102], [-4.891, 1.455, 3.153], [-3.551, 1.815, 3.146], [-2.741, 1.426, 2.091], [-2.759, 0.949, -1.917], [-1.592, 0.945, -2.917], [-3.982, 0.249, -2.519], [-3.109, 2.405, -1.566], [-0.831, -2.907, 1.045], [-1.387, -1.403, 1.801], [-0.001, -1.502, 0.550], [-3.167, -3.522, 0.018], [-4.126, -2.270, -0.757], [-3.799, -2.188, 0.981], [-1.140, -3.261, -1.412], [-0.547, -1.653, -1.849], [-2.127, -2.206, -2.409], [-5.041, -0.258, 0.245], [-6.464, 0.444, 2.101], [-5.530, 1.760, 3.970], [-3.151, 2.413, 3.954], [-1.710, 1.767, 2.053], [-1.346, -0.056, -3.271], [-0.690, 1.395, -2.495], [-1.882, 1.536, -3.787], [-3.784, -0.782, -2.806], [-4.258, 0.789, -3.426], [-4.850, 0.274, -1.861], [-2.278, 2.923, -1.082], [-3.980, 2.473, -0.916], [-3.337, 2.937, -2.490]], "total_charge": 3, "homo_energy_ha": [-0.6223, -0.6223], "homo_lumo_gap_ev": [6.3706, 6.3711]}

***

#ii
{"formula": "C33H40F3IrN3PSSb", "method": "ωB97M-V/def2-TZVPD", "symbols": ["Ir", "N", "N", "C", "N", "S", "H", "H", "H", "H", "H", "F", "C", "C", "C", "C", "C", "C", "Sb", "C", "C", "C", "C", "F", "C", "C", "C", "C", "C", "C", "F", "C", "C", "H", "H", "H", "H", "H", "H", "H", "H", "H", "H", "H", "H", "C", "C", "C", "C", "P", "C", "C", "C", "C", "C", "C", "C", "C", "C", "C", "H", "H", "H", "H", "H", "H", "H", "H", "H", "H", "H", "H", "H", "H", "H", "H", "H", "H", "H", "H", "H", "H", "H"], "positions_angstrom": [[-0.585, -1.078, 0.216], [-2.503, -1.259, 1.343], [-3.616, -1.342, 0.476], [-3.490, -1.189, -0.844], [-4.561, -1.266, -1.606], [-1.954, -0.882, -1.576], [-2.445, -2.137, 1.863], [-2.700, -0.510, 2.011], [-4.523, -1.461, 0.910], [-5.486, -1.446, -1.241], [-4.472, -1.195, -2.610], [0.988, 3.022, 6.336], [0.633, 2.667, 5.116], [0.531, 3.640, 4.135], [0.162, 3.258, 2.856], [-0.092, 1.913, 2.569], [-0.002, 0.958, 3.582], [0.363, 1.329, 4.864], [-0.799, 1.494, 0.646], [0.068, 2.864, -0.658], [1.308, 3.416, -0.332], [1.882, 4.360, -1.164], [1.205, 4.729, -2.317], [1.752, 5.626, -3.116], [-0.028, 4.192, -2.661], [-0.597, 3.253, -1.822], [-2.867, 1.831, 0.814], [-3.710, 2.010, -0.285], [-5.060, 2.252, -0.097], [-5.557, 2.295, 1.199], [-6.847, 2.515, 1.376], [-4.745, 2.123, 2.309], [-3.390, 1.903, 2.109], [0.736, 4.673, 4.382], [0.071, 4.022, 2.093], [-0.230, -0.086, 3.401], [0.438, 0.611, 5.670], [1.830, 3.136, 0.575], [2.834, 4.820, -0.933], [-0.520, 4.524, -3.565], [-1.560, 2.839, -2.090], [-3.328, 1.974, -1.298], [-5.730, 2.430, -0.928], [-5.171, 2.197, 3.301], [-2.743, 1.823, 2.976], [1.440, -1.693, 1.664], [2.476, -1.320, 0.589], [3.703, -2.216, 0.749], [2.883, 0.147, 0.717], [1.415, -1.566, -0.913], [1.178, -3.351, -1.058], [2.228, -4.220, -1.367], [2.011, -5.588, -1.402], [0.756, -6.109, -1.110], [-0.293, -5.260, -0.792], [-0.081, -3.889, -0.780], [1.985, -0.872, -2.531], [1.715, 0.630, -2.569], [3.483, -1.144, -2.723], [1.172, -1.566, -3.633], [1.819, -1.492, 2.672], [1.137, -2.738, 1.628], [0.543, -0.960, 1.717], [4.200, -1.958, 1.687], [4.424, -2.061, -0.052], [3.443, -3.272, 0.791], [3.267, 0.334, 1.722], [2.047, 0.826, 0.542], [3.673, 0.401, 0.011], [3.218, -3.843, -1.582], [2.826, -6.252, -1.656], [0.595, -7.179, -1.137], [-1.274, -5.663, -0.578], [-0.942, -3.240, -0.603], [2.272, 1.177, -1.809], [0.652, 0.849, -2.452], [2.024, 1.010, -3.544], [4.097, -0.659, -1.965], [3.775, -0.731, -3.691], [3.717, -2.207, -2.749], [0.095, -1.440, -3.495], [1.389, -2.630, -3.701], [1.436, -1.106, -4.586]], "total_charge": 3, "homo_energy_ha": [-0.6223, -0.6223], "homo_lumo_gap_ev": [6.8918, 6.8926]}

***

Short version: #ii is the most stable of them.

***

#i
{"formula": "C3H12N4", "method": "ωB97M-V/def2-TZVPD", "symbols": ["C", "N", "N", "H", "H", "H", "H", "H", "H", "C", "C", "N", "N", "H", "H", "H", "H", "H", "H"], "positions_angstrom": [[2.405, 1.083, -0.200], [1.111, 1.128, 0.450], [0.585, -0.160, 0.628], [1.197, 1.614, 1.348], [0.087, -1.349, -1.595], [1.128, -0.808, 1.198], [2.779, 2.100, -0.301], [2.273, 0.654, -1.194], [3.147, 0.480, 0.344], [-1.657, 0.785, 0.281], [-0.812, -0.374, 0.732], [-0.921, -1.500, -1.619], [-1.186, -1.399, 1.393], [-1.215, -1.769, -2.545], [-1.163, -2.252, -0.975], [-2.192, -1.454, 1.527], [-2.691, 0.474, 0.162], [-1.264, 1.166, -0.657], [-1.614, 1.580, 1.025]], "smiles": "[H]/N=C(\\C)NNC.N", "homo_energy_ha": -0.3176, "homo_lumo_gap_ev": 9.6609}

***

#ii
{"formula": "C3H12N4", "method": "ωB97M-V/def2-TZVPD", "symbols": ["C", "C", "C", "N", "N", "N", "N", "H", "H", "H", "H", "H", "H", "H", "H", "H", "H", "H", "H"], "positions_angstrom": [[-0.691, -1.216, -0.380], [0.384, 0.816, 0.663], [1.875, 0.560, 0.416], [-0.469, 0.273, -0.391], [-0.484, -1.724, -1.720], [-2.070, -1.196, 0.040], [0.059, 2.228, 0.765], [-0.141, 0.577, -1.304], [-0.017, -1.723, 0.327], [0.084, 0.302, 1.586], [-2.084, -0.044, -0.207], [-1.290, -1.505, -2.295], [-0.370, -2.730, -1.712], [-2.197, -1.465, 1.008], [-0.099, 2.507, 1.727], [0.777, 2.851, 0.414], [2.069, -0.503, 0.284], [2.467, 0.906, 1.263], [2.200, 1.085, -0.483]], "smiles": "C[C@@H](N)NC(N)N", "homo_energy_ha": -0.3006, "homo_lumo_gap_ev": 9.1625}

***

Short version: #i is the most stable of them.

***

#i
{"formula": "C2H10N3OP", "method": "ωB97M-V/def2-TZVPD", "symbols": ["C", "C", "N", "N", "N", "O", "P", "H", "H", "H", "H", "H", "H", "H", "H", "H", "H"], "positions_angstrom": [[0.494, 0.006, 2.629], [-1.829, -0.318, 2.607], [1.551, -0.687, -2.705], [-0.243, 1.070, -2.998], [-0.708, -0.262, 1.998], [-0.340, -0.420, -1.023], [0.825, 0.453, -1.700], [0.273, 0.500, 3.546], [1.052, -0.987, 2.620], [0.939, 0.789, 1.958], [-2.705, -0.451, 1.987], [-0.194, -0.612, -0.070], [-1.790, -0.082, 3.631], [2.326, -1.272, -2.575], [1.645, -0.261, -3.644], [-1.153, 0.603, -2.889], [-0.141, 1.931, -3.371]], "smiles": "NP(N)O.C=NC", "homo_energy_ha": -0.2942, "homo_lumo_gap_ev": 9.0340}

***

#ii
{"formula": "C2H10N3OP", "method": "ωB97M-V/def2-TZVPD", "symbols": ["C", "C", "N", "N", "N", "O", "P", "H", "H", "H", "H", "H", "H", "H", "H", "H", "H"], "positions_angstrom": [[1.939, 0.913, 0.340], [0.831, -0.393, -1.321], [-1.806, 0.313, 0.802], [1.358, -1.215, 0.848], [1.304, -0.309, -0.081], [-2.934, -1.270, -0.985], [-3.181, 0.100, -0.013], [1.772, 1.784, -0.248], [1.470, 1.147, 1.300], [2.980, 0.787, 0.505], [0.244, -1.270, -1.603], [0.897, 0.505, -1.821], [-4.055, -0.531, 1.023], [-1.716, -0.504, 1.436], [-0.956, 0.460, 0.181], [0.956, -2.094, 0.423], [-3.402, -1.057, -1.775]], "homo_energy_ha": -0.3004, "homo_lumo_gap_ev": 8.9339}

***

Short version: #i is the most stable of them.